DFT (wB97M-V/def2-TZVPD) results for a molecular structure, C46H36IrN4O10P2.

```
99
C46H36IrN4O10P2, DFT wB97M-V/def2-TZVPD
Ir 0.1161 0.7544 1.2058
O 1.9014 0.1191 1.2920
C 2.3405 -1.1175 1.7783
C 1.7682 -1.5158 3.1050
C 2.6105 -2.0444 4.0722
C 2.1145 -2.3563 5.3181
C 0.7852 -2.1099 5.6480
C -0.0468 -1.5500 4.7075
C 0.4116 -1.2370 3.4131
O -0.4308 -0.7402 2.5411
N 3.0197 -2.9339 6.3129
O 2.5782 -3.1392 7.4235
O 4.1611 -3.1750 5.9627
H 3.4320 -1.0513 1.8347
H 3.6598 -2.2180 3.8751
H 0.4317 -2.3517 6.6399
H -1.0820 -1.3372 4.9374
C 2.0916 -1.1121 -1.1967
N 2.9577 0.0374 -1.2049
C 2.3316 1.3340 -1.3440
P 1.4131 2.2156 0.0356
C 0.7733 3.6119 -0.9161
C 1.6343 4.6459 -1.2878
C 1.1588 5.7106 -2.0345
C -0.1775 5.7536 -2.4111
C -1.0387 4.7310 -2.0441
C -0.5649 3.6616 -1.2976
C 2.5286 2.9606 1.2461
C 3.8402 2.5414 1.4359
C 4.6093 3.1063 2.4431
C 4.0662 4.0775 3.2714
C 2.7519 4.4886 3.0936
C 1.9822 3.9323 2.0852
C 4.3506 -0.1290 -1.2896
C 5.2374 0.9545 -1.2837
C 6.6061 0.7493 -1.3508
C 7.1392 -0.5283 -1.4252
C 6.2688 -1.6037 -1.4523
C 4.8962 -1.4115 -1.3904
P 1.9640 -2.2009 0.3211
C 0.2864 -2.8182 0.4290
C 0.0649 -3.7661 1.4331
C -1.2160 -4.2236 1.6801
C -2.2774 -3.7551 0.9164
C -2.0561 -2.8371 -0.0989
C -0.7771 -2.3620 -0.3436
C 3.0167 -3.6456 0.2646
C 2.7324 -4.6285 -0.6850
C 3.5344 -5.7532 -0.7694
C 4.6055 -5.9081 0.1027
C 4.8812 -4.9388 1.0559
C 4.0928 -3.8013 1.1354
H 2.2954 -1.7990 -2.0284
H 1.0746 -0.7482 -1.3317
H 1.5591 1.2897 -2.1228
H 3.0559 2.0576 -1.7125
H 2.6721 4.6301 -0.9750
H 1.8286 6.5118 -2.3166
H -0.5480 6.5901 -2.9885
H -2.0800 4.7672 -2.3362
H -1.2322 2.8598 -1.0167
H 4.2629 1.7635 0.8160
H 5.6316 2.7810 2.5843
H 4.6649 4.5110 4.0614
H 2.3251 5.2418 3.7422
H 0.9566 4.2563 1.9486
H 4.8866 1.9740 -1.2290
H 7.2611 1.6107 -1.3434
H 8.2083 -0.6792 -1.4727
H 6.6508 -2.6136 -1.5313
H 4.2647 -2.2839 -1.4442
H 0.8910 -4.1359 2.0292
H -1.3869 -4.9449 2.4676
H -3.2790 -4.1160 1.1092
H -2.8804 -2.4849 -0.7053
H -0.6412 -1.6342 -1.1298
H 1.8793 -4.5235 -1.3457
H 3.3179 -6.5148 -1.5059
H 5.2240 -6.7936 0.0418
H 5.7101 -5.0648 1.7389
H 4.3271 -3.0463 1.8722
O -1.4023 0.6647 -0.1612
C -2.2572 1.0908 0.6876
O -1.7462 1.5367 1.7470
C -3.7050 0.9988 0.4399
C -4.5385 0.6251 1.4877
C -5.8904 0.5148 1.2314
C -6.4427 0.7763 -0.0070
C -5.5750 1.1403 -1.0181
C -4.2127 1.2474 -0.8275
N -6.1247 1.4205 -2.3642
O -7.3215 1.3284 -2.5012
O -5.3291 1.7224 -3.2286
N -6.7878 0.0918 2.3310
O -7.9769 0.2076 2.1451
O -6.2593 -0.3417 3.3311
H -4.1475 0.4194 2.4741
H -7.5064 0.6990 -0.1773
H -3.5744 1.5221 -1.6555
```

net charge = +1
relative energy (zero: lowest compared OMol25 entry of this formula, charge and spin) = 43.2 kcal/mol
calculated total energy = -96124.820 eV
LUMO = -3.7 eV

Mulliken population analysis, charges in e, atoms 1 to 4:
1 Ir 2.8911
2 O -1.0017
3 C -0.5326
4 C -0.2555